# 1
Below is C9H9Cl5CuGeN2O4 as an isolated structure, with properties calculated with ωB97M-V with the def2-TZVPD basis set.

Highest occupied orbital energy ... -11.51 eV
Relative energy (zero: lowest compared OMol25 entry of this formula, charge and spin) ... 136.53 kJ/mol
Orbital gap ... 6.444 eV
Charge ... +1

Atoms and positions in Å:
Cu  0.512  -0.696  -0.692
C  -3.268  -1.747  -3.860
O  -1.868  -1.446  -3.671
C  -1.346  -1.397  -2.479
O  -0.128  -1.159  -2.386
N  -2.123  -1.630  -1.402
N  -1.528  -1.529  -0.134
H  -3.423  -1.725  -4.930
H  -3.884  -0.982  -3.389
H  -3.492  -2.742  -3.477
H  -3.117  -1.765  -1.487
H  -1.560  -2.431  0.330
H  -2.015  -0.829  0.417
Cl  1.209  3.534  5.008
C  1.229  2.337  3.762
C  1.891  1.130  3.975
C  1.932  0.175  2.984
Cl  2.782  -1.304  3.259
C  1.300  0.372  1.747
O  1.442  -0.601  0.842
C  0.621  1.592  1.553
C  -0.119  1.970  0.351
O  -0.404  1.255  -0.604
C  0.608  2.564  2.564
H  2.386  0.940  4.919
H  -0.480  3.009  0.338
H  0.096  3.503  2.388
Cl  3.916  -1.926  -0.982
Ge  2.770  -0.207  -1.314
Cl  3.478  1.484  -0.272
Cl  2.582  0.252  -3.358

---

# 2
Below is C5H6 as an isolated structure at a distorted geometry, with properties calculated with ωB97M-V with the def2-TZVPD basis set.

Highest occupied orbital energy (alpha / beta) ... -7.98 / -8.53 eV
Relative energy (zero: lowest compared OMol25 entry of this formula, charge and spin) ... 442.88 kJ/mol
Orbital gap (alpha / beta) ... 7.266 / 7.779 eV

Atoms and positions in Å:
C  2.278  -0.102  -0.370
C  0.921  0.092  -0.173
C  0.014  1.129  -0.108
C  -0.317  -0.852  0.067
C  -1.118  0.382  0.524
H  2.486  -1.082  -0.839
H  -0.047  2.013  -0.737
H  -0.699  -1.199  -0.898
H  -0.162  -1.680  0.754
H  -2.124  0.537  0.128
H  -1.142  0.482  1.618

---

# 3
Below is a 2-piece molecular cluster, C8H11N2O2 overall at a distorted geometry, with properties calculated with ωB97M-V with the def2-TZVPD basis set.

Highest occupied orbital energy (alpha / beta) ... -10.57 / -10.57 eV
Relative energy (zero: lowest compared OMol25 entry of this formula, charge and spin) ... 589.58 kJ/mol
Orbital gap (alpha / beta) ... 5.137 / 5.138 eV
Charge ... +1

Atoms and positions in Å:
C  0.300  -4.259  -0.635
C  1.489  -4.404  -0.015
C  1.061  -2.260  -0.169
C  0.000  -0.082  -0.096
C  -2.560  2.666  -0.508
C  0.988  3.140  0.703
C  -1.525  3.373  0.195
C  -0.450  3.767  0.769
N  0.006  -2.913  -0.671
N  2.005  -3.154  0.213
O  -0.985  -0.543  -0.607
O  1.139  -0.957  0.092
H  -0.351  -5.068  -1.066
H  1.976  -5.272  0.232
H  -3.252  3.293  -0.919
H  -3.105  2.166  0.282
H  -1.948  2.225  -1.305
H  2.753  -3.027  0.844
H  0.983  2.647  1.666
H  1.082  2.413  -0.004
H  1.717  3.928  0.431
H  -0.770  -2.389  -0.845
H  -0.553  4.708  1.411

---

# 4
Below is C25H51B3NO17P as an isolated structure at a distorted geometry, with properties calculated with ωB97M-V with the def2-TZVPD basis set.

Highest occupied orbital energy ... -8.73 eV
Orbital gap ... 7.584 eV

Atoms and positions in Å:
C  4.636  -2.711  0.229
C  5.054  -1.456  -0.121
C  4.352  -0.275  0.374
O  3.326  -0.370  1.008
O  4.904  0.918  0.032
C  4.141  1.596  -0.987
C  2.945  2.376  -0.442
C  1.593  1.694  -0.753
C  0.592  1.789  0.391
C  -0.539  0.747  0.201
C  -0.191  -0.531  0.994
B  -0.618  -1.865  0.335
O  -0.664  -3.094  1.027
B  0.327  -3.871  0.435
O  0.376  -3.942  -0.960
B  0.137  -2.718  -1.544
P  1.213  -1.956  -2.968
N  0.845  -2.574  -4.383
O  -0.906  -1.976  -1.036
H  4.601  -3.046  1.261
H  4.355  -3.433  -0.533
H  5.938  -1.361  -0.745
H  4.822  2.288  -1.478
H  3.841  0.887  -1.763
H  3.023  2.551  0.629
H  2.955  3.358  -0.917
H  1.787  0.653  -1.023
H  1.174  2.211  -1.620
H  0.162  2.789  0.441
H  1.097  1.539  1.324
H  -1.500  1.142  0.520
H  -0.564  0.516  -0.864
H  0.909  -0.601  1.020
H  -0.509  -0.467  2.035
H  1.164  -4.412  1.075
H  2.570  -2.105  -2.598
H  0.935  -0.572  -2.929
H  1.656  -3.012  -4.802
C  0.785  0.833  -5.929
C  2.202  0.444  -5.574
O  3.158  1.011  -6.486
C  3.445  2.294  -6.282
O  3.007  2.991  -5.403
O  4.310  2.679  -7.220
C  4.660  4.064  -7.165
H  0.571  0.578  -6.967
H  0.078  0.310  -5.285
H  0.633  1.906  -5.814
H  2.315  -0.634  -5.660
H  2.450  0.726  -4.549
H  5.007  4.341  -6.172
H  3.807  4.679  -7.449
H  5.462  4.207  -7.883
C  -0.054  -5.387  3.753
C  -0.909  -4.192  4.101
O  -1.766  -4.477  5.220
C  -1.180  -4.431  6.413
O  -0.029  -4.154  6.631
O  -2.092  -4.744  7.335
C  -1.583  -4.802  8.669
H  -0.676  -6.270  3.597
H  0.512  -5.191  2.848
H  0.650  -5.626  4.549
H  -1.571  -3.965  3.270
H  -0.311  -3.302  4.299
H  -1.061  -3.883  8.928
H  -0.917  -5.655  8.782
H  -2.443  -4.926  9.321
C  -6.018  2.297  -3.268
C  -6.505  1.196  -2.351
O  -6.218  -0.106  -2.881
C  -4.958  -0.514  -2.736
O  -4.073  0.094  -2.191
O  -4.845  -1.716  -3.299
C  -3.516  -2.248  -3.278
H  -6.418  2.159  -4.273
H  -6.333  3.271  -2.892
H  -4.931  2.291  -3.341
H  -7.589  1.236  -2.258
H  -6.084  1.292  -1.350
H  -3.108  -2.241  -2.271
H  -2.873  -1.679  -3.948
H  -3.580  -3.272  -3.633
C  -3.133  5.439  4.270
C  -1.724  5.647  4.783
O  -1.242  4.499  5.497
C  -0.837  3.484  4.738
O  -0.825  3.455  3.535
O  -0.453  2.492  5.540
C  -0.059  1.300  4.855
H  -3.795  5.148  5.086
H  -3.510  6.356  3.818
H  -3.163  4.648  3.522
H  -1.702  6.463  5.502
H  -1.037  5.898  3.975
H  0.697  1.512  4.102
H  -0.926  0.828  4.394
H  0.356  0.635  5.607

---

# 5
Below is C5H7NS in the gas phase at a distorted geometry, with properties calculated with ωB97M-V with the def2-TZVPD basis set.

Highest occupied orbital energy ... -7.86 eV
Relative energy (zero: lowest compared OMol25 entry of this formula, charge and spin) ... 36.03 kJ/mol
Orbital gap ... 8.675 eV
Structure (SMILES) ... Cc1cc[nH]c1S

Atoms and positions in Å:
C  -0.262  -1.191  -1.442
C  -0.232  -0.156  -0.354
C  -1.370  0.502  0.291
C  -0.899  1.254  1.300
N  0.489  1.127  1.408
C  0.804  0.199  0.431
S  2.495  -0.404  0.375
H  -0.901  -0.902  -2.279
H  -0.589  -2.171  -1.076
H  0.714  -1.352  -1.912
H  -2.437  0.391  0.212
H  -1.406  1.894  1.941
H  1.159  1.482  2.059
H  2.437  -0.673  -0.954

---

# 6
Below is C4H4N2 in the gas phase at a distorted geometry, with properties calculated with ωB97M-V with the def2-TZVPD basis set.

Highest occupied orbital energy ... -12.19 eV
Relative energy (zero: lowest compared OMol25 entry of this formula, charge and spin) ... 75.34 kJ/mol
Orbital gap ... 12.680 eV
Structure (SMILES) ... CC(C#N)C#N

Atoms and positions in Å:
C  -0.945  -0.561  0.010
C  0.396  0.148  0.279
C  1.556  -0.548  -0.297
N  2.461  -1.188  -0.629
C  0.142  1.530  -0.155
N  -0.391  2.529  -0.384
H  -1.701  -0.013  0.575
H  -0.912  -1.613  0.292
H  -1.200  -0.475  -1.048
H  0.593  0.192  1.356

---

# 7
Below is C34H43Cl2LaN4O3PS5Sb as an isolated structure at a distorted geometry, with properties calculated with ωB97M-V with the def2-TZVPD basis set.

Highest occupied orbital energy ... -1.54 eV
Relative energy (zero: lowest compared OMol25 entry of this formula, charge and spin) ... 0.00 kJ/mol
Orbital gap ... 5.105 eV
Charge ... -2

Atoms and positions in Å:
La  1.753  -0.693  -1.001
S  3.987  2.179  -2.569
Sb  4.383  1.131  -0.499
S  4.595  -1.177  -0.963
S  2.378  1.574  0.773
S  6.134  1.909  0.685
Cl  -0.957  -8.041  -1.306
C  -0.654  -6.351  -1.153
C  -1.635  -5.545  -0.591
C  -1.418  -4.192  -0.459
Cl  -2.637  -3.171  0.218
C  -0.156  -3.600  -0.849
O  0.061  -2.363  -0.550
C  0.806  -4.459  -1.537
C  1.982  -3.924  -2.156
O  2.161  -2.685  -2.453
C  0.547  -5.836  -1.642
H  -2.578  -5.976  -0.283
H  2.792  -4.605  -2.443
H  1.225  -6.512  -2.146
N  0.130  0.654  -1.995
P  -1.141  1.490  -1.819
N  -0.733  3.109  -2.088
C  -1.603  4.176  -1.682
C  -0.971  5.034  -0.582
C  0.396  5.536  -1.050
C  1.309  4.401  -1.550
C  0.566  3.561  -2.604
N  -1.907  1.423  -0.294
C  -1.144  1.445  0.946
C  -1.549  0.290  1.880
C  -3.051  0.290  2.117
C  -3.842  0.361  0.806
C  -3.330  1.504  -0.086
N  -2.450  1.076  -2.844
C  -2.829  -0.332  -2.828
C  -2.355  -1.061  -4.129
C  -1.146  -0.398  -4.810
C  -1.459  1.074  -5.168
C  -2.478  1.670  -4.159
H  -2.552  3.737  -1.345
H  -1.812  4.824  -2.554
H  -0.832  4.444  0.327
H  -1.636  5.862  -0.331
H  0.908  6.119  -0.284
H  0.246  6.263  -1.872
H  1.603  3.766  -0.711
H  2.248  4.812  -1.947
H  1.150  2.688  -2.881
H  0.409  4.179  -3.512
H  -1.396  2.387  1.500
H  -0.075  1.449  0.712
H  -1.034  0.410  2.838
H  -1.244  -0.666  1.449
H  -3.334  1.158  2.762
H  -3.353  -0.592  2.696
H  -4.913  0.516  1.032
H  -3.788  -0.594  0.255
H  -3.595  2.462  0.421
H  -3.823  1.525  -1.062
H  -3.934  -0.398  -2.768
H  -2.422  -0.805  -1.930
H  -3.170  -1.060  -4.859
H  -2.164  -2.123  -3.913
H  -0.913  -0.933  -5.745
H  -0.261  -0.465  -4.156
H  -1.901  1.151  -6.178
H  -0.527  1.632  -5.203
H  -3.503  1.482  -4.558
H  -2.355  2.752  -4.048
O  2.363  -1.621  1.231
S  1.619  -0.871  2.320
C  2.737  0.079  3.331
C  4.101  0.033  3.138
C  4.906  0.841  3.932
C  4.344  1.573  4.964
C  2.972  1.588  5.164
C  2.168  0.800  4.362
C  1.194  -2.175  3.380
C  0.065  -2.134  4.157
C  -0.174  -3.210  5.002
C  0.758  -4.231  5.068
C  1.925  -4.209  4.320
C  2.146  -3.168  3.450
H  4.534  -0.583  2.363
H  5.961  0.898  3.743
H  4.978  2.147  5.623
H  2.542  2.194  5.957
H  1.091  0.751  4.555
H  -0.621  -1.289  4.102
H  -1.077  -3.230  5.585
H  0.576  -5.043  5.761
H  2.665  -4.985  4.391
H  3.018  -3.102  2.831

---

# 8
Below is C19H19NO5 in the gas phase, with properties calculated with ωB97M-V with the def2-TZVPD basis set.

Highest occupied orbital energy ... -8.14 eV
Relative energy (zero: lowest compared OMol25 entry of this formula, charge and spin) ... 0.69 kJ/mol
Orbital gap ... 8.726 eV
Structure (SMILES) ... COc1ccc(OC)c([C@H]2[C@H](C(=O)O)c3ccccc3C(=O)N2C)c1

Atoms and positions in Å:
C  -1.657  -2.777  4.650
O  -1.417  -2.823  3.265
C  -0.744  -1.784  2.691
C  -0.281  -0.659  3.357
C  0.393  0.328  2.656
C  0.620  0.228  1.290
O  1.285  1.169  0.564
C  1.747  2.334  1.199
C  0.154  -0.908  0.608
C  0.295  -1.128  -0.891
C  -0.964  -0.617  -1.620
C  -1.047  -1.233  -3.011
O  -1.122  -0.629  -4.043
O  -1.048  -2.573  -2.958
C  -0.925  0.877  -1.737
C  -2.065  1.658  -1.658
C  -1.983  3.029  -1.832
C  -0.761  3.624  -2.102
C  0.380  2.848  -2.184
C  0.305  1.473  -1.996
C  1.560  0.677  -2.030
O  2.596  1.117  -2.495
N  1.484  -0.569  -1.492
C  2.691  -1.341  -1.327
C  -0.513  -1.888  1.321
H  -0.722  -2.741  5.219
H  -2.281  -1.920  4.923
H  -2.187  -3.697  4.888
H  -0.432  -0.529  4.416
H  0.742  1.190  3.201
H  2.475  2.106  1.984
H  2.233  2.911  0.414
H  0.921  2.917  1.620
H  0.345  -2.215  -1.044
H  -1.847  -0.955  -1.069
H  -1.105  -2.942  -3.854
H  -3.021  1.193  -1.461
H  -2.876  3.633  -1.765
H  -0.701  4.692  -2.249
H  1.344  3.284  -2.396
H  3.508  -0.777  -1.774
H  2.598  -2.308  -1.828
H  2.898  -1.506  -0.266
H  -0.876  -2.770  0.816